{
  "formula": "C25H34N2O3",
  "method": "ωB97M-V/def2-TZVPD",
  "species": ["C", "C", "C", "C", "C", "C", "C", "C", "C", "C", "N", "C", "O", "C", "C", "C", "C", "O", "N", "C", "C", "C", "C", "C", "C", "O", "C", "C", "C", "C", "H", "H", "H", "H", "H", "H", "H", "H", "H", "H", "H", "H", "H", "H", "H", "H", "H", "H", "H", "H", "H", "H", "H", "H", "H", "H", "H", "H", "H", "H", "H", "H", "H", "H"],
  "coordinates": [[-6.1285, -2.2269, 0.7259], [-4.8984, -1.7729, 0.8807], [-4.5495, -0.4837, 1.5491], [-3.8779, 0.5211, 0.5879], [-3.4234, 1.7566, 1.3988], [-2.7377, 2.7860, 0.5587], [-1.4257, 2.9187, 0.4955], [-4.8280, 0.8931, -0.5616], [-3.9403, 0.9683, -1.7981], [-2.8924, -0.1062, -1.5289], [-2.7243, -0.0877, -0.0887], [-1.6957, -0.6164, 0.6016], [-1.6272, -0.5785, 1.8177], [-0.5650, -1.2382, -0.2220], [0.1250, -2.3686, 0.5551], [1.6535, -2.2958, 0.4559], [2.1460, -1.8224, -0.8944], [3.0183, -2.3809, -1.5307], [1.5272, -0.6936, -1.3163], [1.9945, 0.0063, -2.4889], [2.7067, 1.3185, -2.1164], [3.6828, 1.0700, -0.9996], [4.8158, 0.2990, -1.2098], [5.6775, -0.0114, -0.1734], [5.4142, 0.4517, 1.1106], [6.1823, 0.1989, 2.2087], [7.3150, -0.6209, 2.0582], [4.2865, 1.2431, 1.3266], [3.4358, 1.5428, 0.2837], [0.4638, -0.1364, -0.5207], [-6.3356, -3.1686, 0.2463], [-6.9844, -1.6799, 1.0880], [-4.0560, -2.3475, 0.5172], [-5.4468, -0.0173, 1.9589], [-3.8528, -0.6883, 2.3640], [-4.3046, 2.1904, 1.8752], [-2.7404, 1.4086, 2.1734], [-3.3787, 3.4396, -0.0197], [-0.9517, 3.6636, -0.1224], [-0.7730, 2.2896, 1.0778], [-5.3498, 1.8271, -0.3653], [-5.5694, 0.1028, -0.6879], [-4.4885, 0.7821, -2.7196], [-3.4581, 1.9429, -1.8677], [-1.9584, 0.1116, -2.0470], [-3.2597, -1.0887, -1.8545], [-0.9451, -1.6259, -1.1691], [-0.2185, -3.3315, 0.1743], [-0.1649, -2.2973, 1.6057], [2.0398, -1.5857, 1.1925], [2.0967, -3.2691, 0.6648], [2.6940, -0.6712, -2.9831], [1.1541, 0.2079, -3.1633], [3.2205, 1.6971, -3.0023], [1.9727, 2.0638, -1.8028], [5.0297, -0.0799, -2.1977], [6.5421, -0.6218, -0.3792], [8.0486, -0.1733, 1.3795], [7.7513, -0.7061, 3.0524], [7.0444, -1.6174, 1.6947], [4.0958, 1.6054, 2.3247], [2.5668, 2.1585, 0.4712], [0.0052, 0.6864, -1.0736], [0.8436, 0.2585, 0.4293]],
  "atomic_forces_ev_per_a": [[-0.10, -0.18, -0.07], [0.10, 0.18, 0.17], [0.13, 0.02, -0.03], [-0.28, 0.17, 0.56], [0.08, -0.12, -0.05], [-0.25, -0.01, 0.17], [0.16, 0.13, -0.10], [0.14, -0.04, -0.08], [0.04, -0.05, 0.03], [0.05, -0.10, -0.51], [-0.29, 0.13, 0.07], [0.30, -0.29, -0.55], [0.07, 0.05, 0.44], [-0.05, 0.11, 0.30], [-0.05, -0.01, 0.09], [0.04, -0.19, -0.06], [-0.02, -0.26, 0.30], [0.31, -0.23, -0.14], [-0.14, 0.16, -0.26], [0.16, 0.13, -0.19], [-0.03, -0.26, 0.00], [0.04, 0.13, -0.16], [-0.16, 0.18, 0.07], [0.26, -0.11, 0.23], [-0.13, 0.10, -0.01], [-0.28, 0.19, -0.04], [0.18, -0.13, -0.03], [0.18, -0.12, 0.16], [0.11, -0.05, -0.02], [-0.29, -0.10, 0.06], [0.02, -0.20, -0.10], [-0.14, 0.17, 0.10], [0.06, -0.18, -0.08], [-0.04, 0.04, 0.02], [-0.10, 0.10, 0.04], [-0.05, -0.03, 0.04], [-0.10, 0.03, 0.03], [0.01, 0.13, -0.14], [0.04, 0.16, -0.14], [0.12, -0.18, 0.19], [-0.06, 0.04, 0.07], [-0.02, 0.05, 0.00], [0.03, 0.01, -0.05], [0.01, -0.02, -0.05], [-0.01, -0.07, 0.00], [0.08, 0.06, -0.06], [0.05, 0.11, 0.01], [0.00, 0.00, 0.02], [0.00, -0.05, -0.13], [0.01, 0.01, 0.04], [0.07, 0.12, -0.05], [-0.13, 0.10, -0.02], [0.06, -0.05, 0.00], [-0.07, 0.09, -0.03], [0.01, 0.07, -0.04], [0.01, -0.09, -0.12], [0.09, -0.06, 0.02], [-0.03, -0.03, 0.01], [0.01, -0.03, -0.09], [0.02, 0.04, 0.00], [-0.02, 0.05, 0.12], [-0.10, 0.06, 0.01], [0.05, 0.02, 0.04], [-0.09, 0.11, -0.03]],
  "nbo_charge": [-0.398, -0.168, -0.460, 0.182, -0.462, -0.170, -0.403, -0.423, -0.409, -0.206, -0.469, 0.717, -0.653, -0.311, -0.402, -0.495, 0.695, -0.637, -0.455, -0.210, -0.429, -0.070, -0.115, -0.315, 0.295, -0.494, -0.252, -0.247, -0.207, -0.213, 0.199, 0.189, 0.195, 0.209, 0.254, 0.214, 0.246, 0.192, 0.198, 0.195, 0.218, 0.224, 0.219, 0.211, 0.206, 0.191, 0.216, 0.208, 0.246, 0.228, 0.239, 0.243, 0.189, 0.221, 0.202, 0.206, 0.220, 0.174, 0.199, 0.178, 0.222, 0.208, 0.215, 0.208],
  "smiles": "C=CCC1(CC=C)CCCN1C(=O)[C@@H]1CCC(=O)N(CCc2ccc(OC)cc2)C1",
  "lumo_ev": 0.6,
  "max_force_ha_per_bohr": 0.0135,
  "e_homo_ev": -8.25,
  "total_charge": 0,
  "relative_energy_kcal_mol": 34.2,
  "spin_multiplicity": 1
}


{
  "formula": "C25H34N2O3",
  "method": "ωB97M-V/def2-TZVPD",
  "species": ["C", "C", "C", "H", "H", "C", "N", "C", "O", "C", "C", "N", "C", "O", "C", "C", "H", "H", "H", "H", "C", "H", "H", "C", "C", "C", "C", "C", "C", "C", "H", "H", "O", "C", "H", "H", "H", "H", "H", "H", "H", "H", "H", "H", "C", "C", "C", "H", "H", "H", "H", "H", "H", "C", "C", "C", "H", "H", "H", "H", "H", "H", "H", "H"],
  "coordinates": [[-3.3390, -1.4276, 3.4484], [-2.4129, -1.2769, 2.3411], [-1.9728, 0.1518, 1.7853], [-2.4886, 0.8290, 2.4041], [-1.0190, -0.0515, 1.7171], [-2.6624, 0.2119, 0.4091], [-2.5286, -1.0072, -0.3242], [-1.3840, -1.6330, -0.8766], [-1.5603, -2.6969, -1.4232], [0.0810, -1.2011, -0.4392], [0.8098, -2.1387, 0.1273], [2.1774, -2.0695, -0.2168], [2.7525, -2.0886, -1.4779], [3.9317, -1.7420, -1.6118], [1.5961, -1.6815, -2.4746], [0.5937, -0.6586, -1.6141], [1.2656, 0.1232, -1.4825], [-0.1571, -0.4355, -2.3776], [1.1648, -2.4836, -2.6029], [2.0021, -1.2598, -3.1664], [3.1670, -2.2798, 0.8921], [2.9886, -3.1573, 1.6226], [4.2008, -2.1045, 0.5881], [2.9755, -1.1130, 2.2075], [2.7593, 0.3523, 1.1773], [3.6153, 0.6976, 0.3591], [3.2417, 1.6999, -0.2198], [2.1910, 2.8117, 0.2015], [1.3198, 2.1458, 1.4130], [1.7444, 0.9205, 1.9495], [1.1275, 0.7238, 2.6643], [0.5415, 2.7282, 1.5693], [1.9636, 3.8594, -0.4116], [0.8314, 4.5000, -0.0572], [-0.1367, 4.0452, -0.1619], [0.9966, 5.1574, 1.0424], [0.9091, 5.5045, -0.8605], [3.8165, 2.2825, -0.7736], [4.3460, 0.1461, 0.0088], [2.1056, -1.2891, 2.8079], [4.0348, -1.1957, 2.7894], [0.5560, -2.3840, 1.4183], [0.4193, -3.2904, -0.3662], [-0.0105, -0.5026, 0.3375], [-3.8286, -1.3243, -1.0361], [-4.4959, -0.2526, -0.8901], [-4.0537, 0.4093, 0.4112], [-4.2551, 1.4306, 0.4187], [-4.5348, 0.1393, 1.1516], [-5.8265, -0.4157, -0.7398], [-4.5121, 0.4978, -1.8024], [-3.5795, -1.7408, -2.0241], [-3.8748, -2.1400, -0.4139], [-1.8343, 1.4649, -0.1191], [-2.2077, 1.8036, -1.4975], [-2.8518, 3.1023, -1.7656], [-3.1951, 3.1455, -3.0646], [-3.1832, 3.7966, -1.2106], [-2.0912, 1.2001, -2.3258], [-1.9794, 2.3776, 0.7337], [-0.7564, 1.3254, -0.3025], [-2.1131, -2.1372, 1.9201], [-3.6281, -2.3967, 3.6522], [-3.9545, -0.6185, 4.0039]],
  "atomic_forces_ev_per_a": [[2.35, 3.07, -3.78], [-4.80, 4.33, 6.17], [-6.84, -5.18, 0.54], [0.57, 1.32, 1.02], [5.21, 0.85, -0.13], [6.41, 1.21, 0.93], [3.58, 0.27, -2.94], [-1.04, -0.59, 3.73], [0.39, -0.09, -1.29], [-8.09, 4.14, -0.60], [1.95, -12.54, 4.32], [4.30, -1.57, 2.98], [-1.33, 4.92, 0.63], [-0.78, -1.79, -0.65], [0.03, 2.16, 11.71], [3.15, -0.56, -6.40], [0.75, 1.96, 0.42], [0.04, 0.51, 0.23], [-4.95, -7.86, -2.39], [4.20, 4.78, -8.37], [-1.56, 1.27, 4.37], [0.37, 0.39, -2.26], [-0.54, -0.60, -0.25], [3.71, 0.26, -5.17], [-6.02, -9.28, 15.20], [3.31, -3.74, -0.10], [-6.06, 15.22, -3.86], [0.58, -12.99, 6.50], [5.94, 1.17, -5.34], [2.39, 5.59, -7.99], [-2.79, -2.96, 4.64], [-3.80, 2.20, 1.93], [0.53, 2.23, -2.70], [0.13, 8.65, 0.39], [-0.08, -0.75, 0.04], [-0.72, -2.41, -2.81], [-0.91, -2.85, 2.28], [3.15, 1.59, -3.72], [3.82, -2.79, -1.33], [-0.23, -0.10, 0.30], [-2.72, 0.41, -1.21], [1.24, 1.06, -3.98], [0.78, 2.87, 1.47], [-0.43, 1.93, 0.39], [8.45, -9.08, -1.90], [-12.22, 10.89, 0.21], [0.99, 3.28, -7.02], [-0.46, 2.16, -0.47], [-4.33, -3.73, 7.31], [3.82, 0.21, -0.60], [0.42, -1.46, 1.89], [-0.28, 0.40, 0.15], [-2.69, -2.55, 1.06], [-0.44, 1.28, 0.25], [-4.11, 8.60, 0.96], [3.42, -10.72, -8.76], [1.08, 0.34, 4.29], [-2.03, 4.93, 4.45], [0.53, -1.46, -1.36], [0.31, -2.32, -2.69], [-0.06, -0.58, 1.32], [1.36, -2.82, -1.55], [-0.52, -1.98, 0.67], [1.60, -1.11, -1.16]],
  "nbo_charge": [-0.417, -0.146, -0.445, 0.229, 0.217, 0.175, -0.460, 0.738, -0.619, -0.451, -0.152, -0.502, 0.689, -0.629, -0.398, -0.367, 0.233, 0.219, 0.196, 0.194, -0.240, 0.204, 0.242, -0.425, 0.087, -0.321, -0.192, 0.353, -0.280, -0.258, 0.209, 0.178, -0.483, -0.268, 0.202, 0.187, 0.201, 0.188, 0.244, 0.185, 0.212, 0.227, 0.208, 0.242, -0.311, -0.351, -0.440, 0.220, 0.215, 0.200, 0.239, 0.236, 0.235, -0.470, -0.178, -0.364, 0.174, 0.155, 0.204, 0.217, 0.245, 0.183, 0.185, 0.198],
  "lumo_ev": 0.5,
  "max_force_ha_per_bohr": 0.3656,
  "e_homo_ev": -7.73,
  "total_charge": 0,
  "relative_energy_kcal_mol": 589.3,
  "spin_multiplicity": 1
}